Record 1
Entry from OMol25: a 14-piece molecular cluster, C29H91N23O14 overall (ωB97M-V/def2-TZVPD).

## Properties
LUMO in eV: 0.378
Multiplicity: 1
HOMO-LUMO gap in eV: 8.993

Element x y z (Å)
C: -21.24096 0.76035 -3.27770
O: -21.85429 0.39747 -2.25606
N: -21.34222 2.05738 -3.60239
N: -20.47268 -0.14531 -3.94147
H: -20.85564 2.60089 -4.29540
H: -21.76580 2.60848 -2.86519
H: -20.46158 -0.10782 -4.95335
H: -20.45599 -1.08743 -3.50196
C: -20.50221 4.31027 -1.02152
O: -21.04632 5.19229 -1.69077
N: -21.14224 3.62251 -0.04211
N: -19.33458 3.80509 -1.35649
H: -22.10968 3.89709 0.08677
H: -20.83114 2.73875 0.31608
H: -18.65754 4.33095 -1.89846
H: -18.93510 3.14518 -0.70572
C: -20.83457 -3.44883 -2.04278
O: -20.07613 -3.14779 -2.94054
N: -21.85892 -2.60158 -1.65177
N: -20.67117 -4.60138 -1.35118
H: -22.70917 -2.93725 -1.23810
H: -21.97148 -1.74633 -2.18664
H: -19.78884 -5.04766 -1.57438
H: -21.08234 -4.75702 -0.46880
C: -25.47667 -1.27766 -4.54759
O: -25.43541 -2.39456 -4.02542
N: -25.25725 -0.27216 -3.68431
N: -25.61490 -1.26382 -5.80085
H: -25.05954 0.66306 -3.96148
H: -25.28873 -0.53318 -2.71441
H: -25.57088 -2.20096 -6.14788
H: -26.19985 -0.59141 -6.27638
C: -29.10673 4.95884 2.70510
O: -29.44065 5.61194 3.65682
N: -29.78570 3.86955 2.43994
N: -28.09230 5.36822 1.91120
H: -30.71607 3.86526 2.80749
H: -29.61579 3.32961 1.61691
H: -27.75468 4.74845 1.20828
H: -27.51709 6.10805 2.22730
C: -18.74273 0.33900 0.33876
O: -19.06295 1.47097 0.60095
N: -17.59129 -0.26583 0.81308
N: -19.52170 -0.44284 -0.44824
H: -16.97268 0.36513 1.29542
H: -17.14696 -0.98659 0.27685
H: -19.29658 -1.36035 -0.78793
H: -20.35039 -0.00384 -0.74546
C: -25.05826 0.47772 0.51871
O: -25.68785 -0.03636 -0.41820
N: -25.60875 1.08510 1.60757
N: -23.66859 0.46870 0.55735
H: -26.60644 1.40610 1.50829
H: -25.10329 1.79844 2.11570
H: -23.12392 1.00023 1.21547
H: -23.14356 0.06676 -0.23300
C: -22.24471 2.65713 3.51703
O: -22.98201 2.58206 2.54166
N: -20.90575 2.59071 3.47233
N: -22.83868 2.68260 4.74913
H: -20.46666 2.48419 2.56448
H: -20.46144 2.32740 4.32494
H: -22.28844 2.60633 5.58058
H: -23.83695 2.55543 4.79399
C: -28.73354 2.03867 -0.80852
O: -28.42309 2.44470 0.28382
N: -29.87910 2.51223 -1.40778
N: -28.03005 1.07360 -1.44417
H: -30.16756 2.35404 -2.34308
H: -30.20487 3.40690 -1.07330
H: -27.18013 0.70614 -0.93862
H: -28.14216 0.73402 -2.38277
C: -27.61379 2.09960 4.82895
C: -26.78974 3.27539 5.28966
C: -27.72976 4.17206 6.14225
O: -26.93450 5.20958 6.67659
C: -27.74362 6.00038 7.55925
N: -25.55730 2.77909 6.06070
H: -27.98337 1.44714 5.63439
H: -27.03235 1.46679 4.13891
H: -28.44371 2.50620 4.23674
H: -26.44186 3.73151 4.36815
H: -28.17338 3.53956 6.94131
H: -28.57308 4.56310 5.54580
H: -28.55999 6.47639 7.06087
H: -27.04244 6.65954 8.03500
H: -28.06811 5.34416 8.37902
H: -25.83033 2.00382 6.65273
H: -25.29019 3.62407 6.55736
C: -21.78062 -5.44092 3.11361
C: -22.49749 -4.50008 2.17166
C: -21.69387 -3.18936 1.89680
O: -21.52732 -2.35745 2.97259
C: -21.23974 -0.98905 2.79411
N: -22.61183 -5.10473 0.85034
H: -20.89528 -5.91949 2.67883
H: -22.45796 -6.19342 3.51490
H: -21.42622 -4.79511 3.94095
H: -23.51052 -4.22630 2.54239
H: -22.27739 -2.72072 1.11542
H: -20.70900 -3.40981 1.48157
H: -20.70628 -0.75959 1.84679
H: -20.49720 -0.74864 3.56980
H: -22.19024 -0.46415 2.88381
H: -23.13957 -5.96543 1.00484
H: -23.23914 -4.51962 0.31461
C: -31.84833 -3.81220 1.81822
C: -30.49962 -3.89893 2.62865
C: -29.42602 -2.84227 2.32801
O: -29.88241 -1.55174 2.59462
C: -28.98006 -0.51087 2.17080
N: -30.73414 -3.80300 4.06265
H: -31.73886 -4.00598 0.73631
H: -32.39253 -2.86403 1.83646
H: -32.48217 -4.64445 2.20626
H: -30.14760 -4.95393 2.64578
H: -29.38149 -2.92724 1.21248
H: -28.46018 -3.10938 2.79989
H: -28.95595 -0.51235 1.04955
H: -27.96847 -0.69983 2.56926
H: -29.41887 0.39005 2.60936
H: -31.09232 -2.86839 4.35656
H: -31.33758 -4.47597 4.51931
C: -24.37229 3.00075 -2.23147
C: -25.38216 4.05831 -1.81991
C: -24.77817 5.45992 -2.23515
O: -25.65955 6.50003 -1.89877
C: -25.81994 6.64948 -0.54816
N: -26.62540 3.82459 -2.50862
H: -24.01185 3.01332 -3.27401
H: -24.73041 2.02138 -1.91498
H: -23.52364 3.26758 -1.60421
H: -25.58344 4.01613 -0.73843
H: -24.72460 5.51900 -3.31789
H: -23.78087 5.51021 -1.78403
H: -26.33525 5.87123 0.00848
H: -26.43060 7.54986 -0.41967
H: -24.86596 6.81016 -0.04325
H: -27.22325 3.31783 -1.88874
H: -27.08691 4.72706 -2.63170
C: -26.65879 -4.52975 0.44221
C: -26.47979 -3.87864 -0.89463
C: -27.76041 -3.04443 -1.14917
O: -28.89967 -3.84544 -1.09348
C: -30.10181 -3.33226 -1.73610
N: -25.29015 -3.15298 -1.02611
H: -27.53825 -5.13401 0.46725
H: -26.79260 -3.75127 1.21337
H: -25.75330 -5.08929 0.66026
H: -26.41246 -4.68816 -1.61306
H: -27.62385 -2.56000 -2.13688
H: -27.80612 -2.25988 -0.36932
H: -30.88095 -4.00218 -1.46203
H: -30.11054 -3.30004 -2.84775
H: -30.22833 -2.30264 -1.38360
H: -25.10402 -2.94429 -2.00138
H: -25.25958 -2.27504 -0.48132

Forces on the atoms, in the same order (eV/Å):
-0.49 -0.68 1.38
0.24 -0.25 0.30
-0.15 1.02 -0.40
0.04 -0.27 -0.37
0.33 -0.55 -0.05
-0.04 -0.11 -0.25
0.28 -0.07 0.27
-0.01 0.69 -0.78
-2.17 0.36 -1.24
-0.07 0.26 0.63
-1.15 0.71 0.55
3.26 -0.99 -0.13
0.37 -0.30 0.21
0.21 -0.12 -0.10
-0.66 0.03 0.12
0.15 -0.13 -0.05
-1.26 0.30 0.97
0.96 0.89 -1.09
0.40 -0.07 -0.18
1.02 0.01 -1.23
-0.15 -0.38 0.14
0.02 -0.16 0.06
-0.41 -0.03 0.15
-0.79 -0.36 1.12
1.23 -2.13 6.66
-0.02 -1.63 0.75
-0.54 1.34 -0.78
-0.85 1.91 -6.08
0.01 0.53 0.04
0.15 0.19 0.18
-0.34 -0.17 -0.44
0.38 0.01 -0.09
0.58 1.65 0.38
-0.39 1.88 2.15
-1.07 -2.50 -1.28
0.01 -0.94 -0.92
-0.08 -0.08 0.28
0.24 -0.35 -0.49
0.28 -0.26 -0.40
0.34 0.47 0.37
0.75 -2.57 -1.10
-0.42 1.93 1.03
-0.25 0.68 0.28
0.89 -0.02 0.58
0.06 -0.04 -0.07
-0.06 -0.16 -0.09
0.04 -0.05 0.10
-1.19 0.27 -0.82
2.41 0.62 0.16
0.04 0.04 0.49
-2.60 0.91 -0.10
-0.61 -0.97 -1.25
1.29 -0.82 -0.20
0.75 -0.30 -0.10
-0.33 0.31 0.33
-0.74 0.45 0.48
-1.70 -1.01 1.17
-0.04 0.31 -1.44
0.29 0.34 -0.38
1.09 0.25 -0.52
0.10 -0.09 0.46
0.67 -0.04 -0.03
-0.11 0.06 0.28
-0.26 0.04 0.38
-0.96 -1.29 -2.31
0.89 0.90 2.06
-0.24 0.73 0.44
1.08 -0.44 0.94
0.29 -0.55 -0.71
0.11 -0.18 0.27
-0.93 0.29 -0.57
-0.41 0.35 -0.05
-0.01 -0.56 -0.83
-0.06 -1.30 1.16
0.94 -0.59 -0.69
-1.06 0.32 0.27
1.62 -1.40 0.65
-1.46 1.21 -1.66
0.01 0.35 -0.10
-0.09 0.09 0.26
-0.10 -0.33 0.25
0.16 0.72 0.17
0.31 0.22 -0.06
0.40 -0.02 0.01
-0.51 0.40 -0.34
0.04 0.88 -0.02
-0.50 0.08 -0.18
0.00 0.37 0.38
0.29 -0.50 0.66
0.19 0.85 0.90
0.72 1.03 -0.09
-0.53 -0.62 -0.80
-0.12 -0.25 1.73
0.72 -0.41 -0.31
-0.50 -0.62 0.22
-0.29 0.13 -0.19
0.09 -0.12 0.02
-0.15 -0.59 -0.08
0.65 -0.01 0.21
-0.13 0.58 -0.45
0.15 -0.45 -0.28
-0.63 -0.26 0.19
-0.59 0.29 0.05
0.27 0.56 -0.02
0.25 -0.02 -0.44
-0.34 0.07 -0.40
0.51 -0.91 -0.42
-1.29 -0.21 1.65
-0.47 -1.29 -2.58
0.12 0.56 0.79
-0.68 -1.14 -0.16
-0.60 1.89 1.79
0.35 -0.12 0.35
0.27 0.00 0.65
0.22 0.78 -0.22
0.41 0.75 -1.33
0.87 0.04 0.47
-0.44 0.30 -0.07
0.12 0.35 0.80
-0.23 0.18 -0.15
0.37 0.07 -0.42
0.49 -0.95 -0.52
-0.01 -0.23 -0.60
0.44 0.30 1.11
0.82 0.75 -1.30
-1.03 -1.69 0.36
0.16 -0.25 -0.81
-0.33 1.52 1.45
-0.80 0.95 -0.66
-0.66 0.13 0.28
0.18 -0.16 -0.26
0.59 -0.55 0.01
0.66 0.03 -0.04
0.30 -0.28 -0.16
-0.01 0.54 0.01
-0.13 -0.56 -0.37
0.14 -0.04 0.14
0.24 0.05 0.08
-0.35 -0.44 0.07
0.00 -0.13 -0.10
0.87 0.77 0.89
-2.24 -0.75 0.00
0.95 0.69 -0.79
-1.37 -0.55 -0.98
1.83 0.56 0.06
2.04 1.48 0.55
-0.47 -0.60 -0.02
0.20 -0.21 -0.09
-0.04 -0.31 0.29
-0.32 -0.12 -0.47
-0.28 -0.06 0.23
0.03 0.01 -0.21
-0.72 -0.26 0.51
0.69 -0.15 0.47
-0.51 -0.12 0.06
-0.09 0.23 -0.09
-0.28 -0.59 -0.48

***

Record 2
Entry from OMol25: C2AgF6NO4S5Sb as an isolated structure (ωB97M-V/def2-TZVPD).

## Properties
LUMO (alpha / beta) in eV: 4.746 / 4.335
Multiplicity: 2
HOMO-LUMO gap (alpha / beta) in eV: 5.914 / 5.815
Net charge: -2

Element x y z (Å)
Ag: 0.05229 0.09302 -2.04706
S: 0.60988 1.39903 -7.20298
Sb: 1.04809 0.24711 -5.22742
S: 1.64537 1.61178 -3.44404
S: -0.85945 -0.70931 -4.28095
F: 2.06716 -1.15835 2.77306
C: 1.06370 -1.88645 2.26417
F: 0.02295 -1.78031 3.08603
F: 1.45426 -3.17193 2.26259
S: 0.68627 -1.34998 0.52801
O: 1.97648 -1.32890 -0.08484
O: -0.31434 -2.26260 0.07330
N: 0.17675 0.12547 0.69726
S: -1.35755 0.44815 0.90816
O: -2.01395 0.86871 -0.29336
O: -2.04202 -0.42414 1.81307
C: -1.08984 2.01889 1.85212
F: -2.27723 2.57974 2.12731
F: -0.36813 2.90360 1.17833
F: -0.48070 1.77647 3.01722

Forces on the atoms, in the same order (eV/Å):
0.09 0.28 -0.49
0.18 -0.23 0.15
-0.35 0.40 -0.33
0.46 0.31 0.34
-0.36 -0.54 -0.01
-0.02 0.01 0.02
0.10 -0.01 -0.09
-0.02 0.00 0.01
0.02 0.02 -0.03
0.36 -0.24 0.28
0.11 -0.12 0.03
-0.17 -0.31 0.00
0.04 0.12 -0.25
-0.03 0.46 0.37
-0.04 -0.01 -0.14
-0.27 -0.01 0.12
-0.15 -0.15 0.04
-0.12 -0.01 0.01
0.09 0.05 -0.13
0.07 -0.03 0.10

***

The records above give, respectively, F_max values of 7.102; 0.652 eV Å⁻¹.
The records above give, respectively, relative energy (zero: lowest compared OMol25 entry of this formula, charge and spin) values of 0.00; 6.45 kJ/mol.